The following is a DFT calculation (ωB97M-V/def2-TZVPD) of C18H51Ag2N6O6 as an isolated structure.

Summary:
Energy above the lowest of the compared OMol25 structures with the same formula, charge and spin in kJ/mol: 531.9
Highest occupied orbital energy in eV: -11.420
Net charge: +1

Each line ends with the Löwdin charge.
Cartesian coordinates (Å):
1 Ag -1.072 3.905 2.268  0.75
2 Ag -4.077 2.915 0.810  0.81
3 C -1.514 0.604 0.613  -0.29
4 O -1.791 1.976 0.642  -0.49
5 H -1.509 0.305 -0.435  0.03
6 H -0.549 0.230 0.955  0.07
7 H -2.344 0.031 1.027  0.05
8 C 1.902 2.388 -1.643  -0.04
9 C 2.705 3.297 -0.653  -0.39
10 C 3.452 4.559 -1.172  -0.17
11 O 4.291 4.185 -2.276  -0.19
12 C 5.480 3.445 -1.846  -0.07
13 N 1.705 3.699 0.406  0.01
14 H 2.607 1.914 -2.326  0.08
15 H 1.176 3.018 -2.156  0.08
16 H 1.428 1.490 -1.246  0.05
17 H 3.338 2.627 -0.072  0.11
18 H 4.103 4.960 -0.395  0.13
19 H 2.605 5.175 -1.475  0.12
20 H 6.051 3.151 -2.727  0.09
21 H 5.317 2.618 -1.154  0.08
22 H 6.208 4.184 -1.510  0.08
23 H 1.410 4.598 0.052  0.04
24 H 0.923 3.064 0.336  0.01
25 C -0.895 -5.402 0.980  -0.06
26 C -2.030 -4.661 0.296  -0.40
27 C -2.437 -3.286 0.988  -0.16
28 O -2.971 -3.364 2.354  -0.17
29 C -3.359 -2.010 2.819  -0.10
30 N -1.671 -4.478 -1.112  0.05
31 H -0.388 -6.178 0.406  0.08
32 H -1.259 -6.065 1.766  0.08
33 H -0.236 -4.642 1.400  0.08
34 H -2.939 -5.262 0.286  0.14
35 H -3.190 -2.861 0.324  0.11
36 H -1.625 -2.571 1.119  0.10
37 H -4.050 -1.457 2.183  0.07
38 H -2.584 -1.298 3.102  0.05
39 H -3.906 -2.070 3.760  0.08
40 H -1.198 -5.320 -1.409  0.07
41 H -0.908 -3.819 -1.052  0.04
42 C 0.667 -0.878 -2.431  -0.08
43 C -0.357 -1.613 -3.199  -0.48
44 C 0.137 -3.034 -3.546  -0.18
45 O -0.918 -3.630 -4.306  -0.17
46 C -0.627 -4.934 -4.657  -0.13
47 N -1.592 -1.435 -2.528  0.05
48 H 1.581 -1.140 -2.963  0.09
49 H 0.759 -1.126 -1.373  0.09
50 H 0.463 0.178 -2.611  0.06
51 H -0.471 -1.019 -4.107  0.15
52 H 0.466 -3.528 -2.631  0.12
53 H 1.035 -2.862 -4.139  0.13
54 H -0.907 -5.563 -3.812  0.08
55 H 0.357 -5.239 -5.010  0.09
56 H -1.277 -5.088 -5.518  0.10
57 H -1.560 -1.887 -1.625  0.04
58 H -2.241 -2.121 -2.888  0.08
59 C 2.414 1.667 3.733  -0.05
60 C 0.967 1.976 3.463  -0.44
61 C -0.113 1.038 4.089  -0.19
62 O 0.174 0.796 5.475  -0.19
63 C -0.046 -0.590 5.924  -0.06
64 N 0.742 3.328 3.992  0.03
65 H 2.568 1.654 4.812  0.09
66 H 3.216 2.323 3.395  0.09
67 H 2.533 0.623 3.443  0.09
68 H 0.802 1.982 2.386  0.08
69 H -0.259 0.068 3.615  0.11
70 H -1.082 1.525 3.971  0.10
71 H 0.549 -1.241 5.283  0.09
72 H -1.068 -0.968 5.902  0.08
73 H 0.157 -0.782 6.977  0.09
74 H 0.384 3.206 4.929  0.08
75 H 1.630 3.766 4.192  0.08
76 C -1.793 2.724 -3.308  -0.72
77 O -1.463 3.005 -4.496  0.01
78 N -2.391 1.610 -2.871  0.17
79 N -1.820 3.584 -2.336  0.14
80 H -2.136 1.507 -1.899  0.05
81 H -2.475 0.792 -3.457  0.10
82 H -1.583 3.224 -1.423  0.06
83 H -1.620 4.512 -2.682  0.12

Atoms 1-3, force components in eV/Å:
0.7913 -1.0471 0.0895
1.3779 -0.8150 -0.3547
-1.0608 -0.5880 -1.0906


The following is a DFT calculation (ωB97M-V/def2-TZVPD) of C18H53BrF3InNO11 as an isolated structure.

Summary:
Highest occupied orbital energy in eV: -4.003
Net charge: -1

Each line ends with the Löwdin charge.
Cartesian coordinates (Å):
1 N 5.609 4.977 3.773  -0.09
2 C 5.414 4.207 2.463  -0.36
3 C 3.766 4.242 2.185  -0.32
4 In 3.198 2.439 0.882  0.57
5 C 0.978 2.551 0.451  -0.33
6 C 0.108 1.240 0.912  -0.21
7 C -0.365 1.259 2.497  -0.01
8 F -0.037 0.172 3.485  -0.08
9 C -1.202 2.437 2.956  -0.07
10 F -2.675 2.178 3.037  -0.07
11 F -0.554 3.748 3.245  -0.03
12 C 3.915 0.473 1.744  -0.27
13 C 3.945 0.432 3.411  -0.67
14 O 4.346 1.486 4.169  -0.18
15 Br 3.433 -1.222 4.468  0.50
16 H 5.215 4.335 4.502  0.05
17 H 4.960 5.815 3.671  0.02
18 H 5.973 4.787 1.600  0.10
19 H 5.848 3.119 2.488  0.08
20 H 3.234 4.249 3.231  0.03
21 H 3.591 5.244 1.566  0.04
22 H 4.085 2.698 -0.699  -0.10
23 H 0.593 3.577 0.900  0.04
24 H 0.860 2.646 -0.732  0.05
25 H -0.906 1.277 0.283  0.10
26 H 0.617 0.211 0.616  0.12
27 H 5.059 0.360 1.424  0.07
28 H 3.377 -0.484 1.310  0.03
29 C 2.195 -3.720 0.711  -0.17
30 O 3.282 -2.838 0.498  -0.14
31 H 1.448 -3.220 1.332  0.08
32 H 1.748 -3.988 -0.249  0.06
33 H 2.548 -4.619 1.223  0.07
34 H 3.928 -3.310 -0.055  0.07
35 C 2.968 -6.205 -2.325  -0.16
36 O 3.365 -4.883 -2.011  -0.13
37 H 2.447 -6.634 -1.465  0.08
38 H 2.294 -6.189 -3.185  0.08
39 H 3.851 -6.808 -2.551  0.06
40 H 3.823 -4.529 -2.791  0.09
41 C -2.712 3.952 -0.437  -0.15
42 O -1.733 4.455 0.453  -0.13
43 H -2.299 3.937 -1.448  0.09
44 H -2.986 2.935 -0.143  0.05
45 H -3.593 4.598 -0.415  0.05
46 H -2.128 4.456 1.342  0.07
47 C 3.933 -9.197 -4.525  -0.15
48 O 4.198 -7.818 -4.701  -0.15
49 H 3.793 -9.399 -3.460  0.09
50 H 3.023 -9.466 -5.067  0.08
51 H 4.778 -9.782 -4.897  0.07
52 H 4.317 -7.669 -5.654  0.10
53 C 3.145 8.114 4.693  -0.15
54 O 3.556 6.777 4.476  -0.16
55 H 3.970 8.670 5.145  0.08
56 H 2.879 8.574 3.739  0.08
57 H 2.286 8.127 5.369  0.07
58 H 2.805 6.308 4.075  0.08
59 C 8.238 -8.369 -5.125  -0.17
60 O 7.302 -7.622 -4.371  -0.13
61 H 9.203 -7.857 -5.101  0.08
62 H 8.346 -9.366 -4.689  0.07
63 H 7.896 -8.448 -6.159  0.07
64 H 6.456 -8.100 -4.411  0.04
65 C -4.830 0.153 -1.574  -0.16
66 O -3.851 0.656 -0.683  -0.14
67 H -4.417 0.138 -2.585  0.08
68 H -5.103 -0.864 -1.280  0.07
69 H -5.711 0.799 -1.551  0.07
70 H -4.246 0.657 0.205  0.09
71 C -6.216 5.196 -1.724  -0.17
72 O -6.775 3.912 -1.521  -0.13
73 H -7.018 5.899 -1.960  0.08
74 H -5.706 5.521 -0.814  0.07
75 H -5.510 5.160 -2.557  0.08
76 H -6.040 3.310 -1.313  0.07
77 C -8.555 -1.813 -1.564  -0.15
78 O -7.576 -1.310 -0.673  -0.14
79 H -8.142 -1.827 -2.575  0.08
80 H -8.829 -2.829 -1.270  0.08
81 H -9.436 -1.166 -1.541  0.06
82 H -7.971 -1.309 0.215  0.07
83 C -11.001 0.142 0.860  -0.16
84 O -10.072 -0.494 1.719  -0.13
85 H -10.843 -0.215 -0.160  0.06
86 H -12.018 -0.103 1.177  0.08
87 H -10.848 1.223 0.893  0.08
88 H -10.236 -0.157 2.617  0.09

Atoms 1-3, force components in eV/Å:
-0.3274 -0.6749 -1.0001
-1.1729 0.6564 -0.2946
1.3335 0.3794 -0.3695


The following is a DFT calculation (ωB97M-V/def2-TZVPD) of a 9-piece molecular cluster, C18H54NO9S overall.

Summary:
Energy above the lowest of the compared OMol25 structures with the same formula, charge and spin in kJ/mol: 0.0
Highest occupied orbital energy in eV: -2.695
Net charge: -1

Each line ends with the Löwdin charge.
Cartesian coordinates (Å):
1 C 0.714 -1.056 4.238  -0.10
2 C -0.371 -1.897 4.919  -0.37
3 O -1.086 -2.646 3.983  -0.40
4 N -2.511 -2.361 3.936  -0.56
5 S -2.775 -0.817 3.219  0.48
6 H 0.385 -0.804 3.240  0.04
7 H 1.634 -1.629 4.184  0.05
8 H 0.909 -0.131 4.778  0.06
9 H 0.143 -2.569 5.611  0.09
10 H -1.036 -1.275 5.512  0.08
11 H -2.991 0.006 4.284  -0.23
12 C -1.878 0.532 -0.757  -0.09
13 C -1.410 -0.850 -1.164  -0.32
14 O -0.299 -1.275 -0.378  -0.09
15 H -1.065 1.256 -0.849  0.07
16 H -2.717 0.868 -1.370  0.07
17 H -2.190 0.526 0.290  0.05
18 H -1.075 -0.853 -2.204  0.10
19 H -2.224 -1.575 -1.069  0.11
20 H -0.579 -1.297 0.548  0.08
21 C 3.330 -0.338 -2.087  -0.08
22 C 2.504 -0.330 -3.360  -0.33
23 O 1.580 -1.408 -3.394  -0.08
24 H 3.874 -1.278 -1.992  0.08
25 H 4.045 0.487 -2.082  0.06
26 H 2.685 -0.247 -1.209  0.07
27 H 3.147 -0.439 -4.233  0.10
28 H 1.957 0.617 -3.452  0.10
29 H 1.003 -1.310 -2.626  0.05
30 C -3.915 -5.125 0.926  -0.10
31 C -3.286 -5.873 2.088  -0.34
32 O -1.922 -5.538 2.267  -0.09
33 H -3.381 -5.351 -0.001  0.07
34 H -4.963 -5.398 0.809  0.05
35 H -3.857 -4.048 1.090  0.07
36 H -3.329 -6.951 1.914  0.10
37 H -3.832 -5.652 3.014  0.10
38 H -1.900 -4.581 2.429  0.06
39 C 3.825 2.974 -0.181  -0.08
40 C 3.374 2.451 1.172  -0.32
41 O 1.967 2.552 1.350  -0.08
42 H 3.522 4.014 -0.304  0.08
43 H 4.908 2.912 -0.284  0.05
44 H 3.364 2.405 -0.991  0.05
45 H 3.825 3.037 1.971  0.11
46 H 3.681 1.406 1.302  0.11
47 H 1.535 2.015 0.675  0.07
48 C -7.778 -5.133 3.722  -0.10
49 C -7.081 -3.902 3.168  -0.31
50 O -6.885 -3.994 1.760  -0.09
51 H -7.199 -6.028 3.495  0.07
52 H -7.901 -5.060 4.804  0.07
53 H -8.767 -5.255 3.271  0.06
54 H -6.090 -3.792 3.605  0.12
55 H -7.655 -2.999 3.401  0.11
56 H -7.747 -4.069 1.337  0.08
57 C -2.441 5.117 -0.121  -0.09
58 C -3.385 3.997 0.282  -0.33
59 O -2.978 3.379 1.494  -0.08
60 H -1.426 4.734 -0.227  0.07
61 H -2.746 5.571 -1.066  0.07
62 H -2.419 5.897 0.645  0.07
63 H -3.389 3.214 -0.474  0.10
64 H -4.409 4.374 0.387  0.11
65 H -2.974 4.045 2.189  0.08
66 C 2.596 2.150 -6.225  -0.09
67 C 1.180 2.692 -6.177  -0.32
68 O 1.042 3.737 -5.217  -0.08
69 H 2.890 1.780 -5.245  0.05
70 H 2.681 1.337 -6.948  0.08
71 H 3.302 2.937 -6.505  0.07
72 H 0.483 1.910 -5.881  0.11
73 H 0.877 3.061 -7.164  0.11
74 H 1.644 4.447 -5.465  0.08
75 C 8.873 1.993 -1.524  -0.09
76 C 7.458 2.542 -1.483  -0.33
77 O 7.352 3.613 -0.544  -0.09
78 H 9.169 1.640 -0.536  0.08
79 H 8.954 1.166 -2.231  0.07
80 H 9.580 2.771 -1.822  0.07
81 H 6.756 1.773 -1.167  0.10
82 H 7.152 2.898 -2.472  0.11
83 H 7.962 4.302 -0.829  0.08

Atoms 1-3, force components in eV/Å:
-0.1890 -0.0727 0.2277
0.3920 0.1335 -0.0066
0.4424 -0.1411 -0.2707


no.,F_max (eV Å⁻¹)
1,6.3
2,9.1
3,0.9